1.
Density functional theory data (ωB97M-V/def2-TZVPD) for the ion C3H7N2 with charge +1.

Highest occupied orbital energy (alpha / beta) (eV): -15.42 / -14.87
Energy above the lowest of the compared OMol25 structures with the same formula, charge and spin (kJ/mol): 377.99
Frontier orbital gap (alpha / beta) (eV): 8.45 / 6.90
LUMO level (alpha / beta) (eV): -6.97 / -7.97

Structure (ORCA input):
```
! RIJCOSX wB97M-V def2-TZVPD def2/J DEFGRID3
* xyz 1 1
C 0.565 -0.369 0.177
C 0.493 0.122 1.587
C -1.366 0.602 -1.136
N -0.193 -0.173 -0.901
N 1.648 -1.127 -0.179
H 0.015 1.079 1.650
H 0.689 -0.302 2.556
H -2.308 0.251 -0.660
H -1.286 1.635 -0.941
H -1.440 0.448 -2.244
H 1.989 -1.789 0.470
H 1.726 -1.535 -1.125
*
```

Results of the natural (NBO) charge analysis, in e, for atoms 1 through 4: atom 1 (C): 0.35, atom 2 (C): -0.12, atom 3 (C): -0.50, atom 4 (N): -0.15

2.
Density functional theory data (ωB97M-V/def2-TZVPD) for a cluster of 2 separate species, C3H8N2O2 in total.

Highest occupied orbital energy (eV): -8.99
Energy above the lowest of the compared OMol25 structures with the same formula, charge and spin (kJ/mol): 384.58
Frontier orbital gap (eV): 8.95
LUMO level (eV): -0.05

Structure (ORCA input):
```
! RIJCOSX wB97M-V def2-TZVPD def2/J DEFGRID3
* xyz 0 1
N 0.071 1.716 0.376
N 0.066 0.605 -0.470
C 0.923 -0.442 0.047
C 2.344 -0.041 -0.367
O 3.153 -0.805 -0.803
H -0.362 2.498 -0.094
H -0.384 1.531 1.275
H -0.935 0.175 -0.562
H 0.680 -1.394 -0.438
H 0.893 -0.545 1.148
H 2.566 1.020 -0.183
C -2.217 -1.038 -0.004
O -1.744 -1.326 1.082
H -2.021 -1.652 -0.901
H -3.034 -0.302 -0.107
*
```

Results of the natural (NBO) charge analysis, in e, for atoms 1 through 4: atom 1 (N): -0.67, atom 2 (N): -0.42, atom 3 (C): -0.34, atom 4 (C): 0.45

3.
Density functional theory data (ωB97M-V/def2-TZVPD) for an isolated molecule of C22H25N5O5S.

Highest occupied orbital energy (eV): -8.72
Energy above the lowest of the compared OMol25 structures with the same formula, charge and spin (kJ/mol): 278.53
Frontier orbital gap (eV): 8.49
LUMO level (eV): -0.22

Structure (ORCA input):
```
! RIJCOSX wB97M-V def2-TZVPD def2/J DEFGRID3
* xyz 0 1
C -4.277 3.984 4.143
C -3.187 3.204 3.413
N -3.343 3.161 1.975
C -4.435 2.404 1.403
C -4.152 0.904 1.394
S -2.792 4.518 1.183
O -3.236 4.449 -0.178
O -3.040 5.723 1.924
C -1.027 4.190 1.222
C -0.149 5.043 1.860
C 1.205 4.741 1.862
C 1.653 3.587 1.245
C 0.760 2.720 0.616
C 1.312 1.490 -0.015
O 2.473 1.359 -0.357
N 0.409 0.494 -0.182
N 0.775 -0.725 -0.725
C -0.113 -1.742 -0.719
O -1.237 -1.611 -0.258
C 0.395 -2.999 -1.311
N 1.590 -3.007 -1.764
N 2.130 -4.124 -2.289
C 3.532 -4.043 -2.496
C 4.145 -4.679 -3.568
C 5.513 -4.562 -3.737
C 6.270 -3.807 -2.857
C 5.653 -3.164 -1.797
C 4.289 -3.282 -1.612
C 1.393 -5.255 -2.599
O 1.909 -6.294 -2.931
C -0.109 -5.048 -2.537
C -0.502 -4.197 -1.335
C -0.594 3.040 0.596
H -4.321 4.995 3.750
H -5.247 3.510 4.017
H -4.048 4.023 5.205
H -3.140 2.175 3.782
H -2.218 3.676 3.596
H -5.371 2.600 1.939
H -4.544 2.769 0.382
H -4.036 0.521 2.404
H -4.982 0.384 0.924
H -3.248 0.680 0.835
H -0.540 5.931 2.333
H 1.906 5.403 2.345
H 2.703 3.334 1.233
H -0.540 0.484 0.173
H 1.720 -0.789 -1.082
H 3.564 -5.265 -4.260
H 5.988 -5.061 -4.568
H 7.337 -3.720 -2.997
H 6.235 -2.570 -1.108
H 3.801 -2.788 -0.786
H -0.591 -6.026 -2.521
H -0.399 -4.541 -3.463
H -1.545 -3.883 -1.379
H -0.365 -4.758 -0.403
H -1.331 2.444 0.080
*
```

Results of the natural (NBO) charge analysis, in e, for atoms 1 through 4: atom 1 (C): -0.63, atom 2 (C): -0.22, atom 3 (N): -0.70, atom 4 (C): -0.23

4.
Density functional theory data (ωB97M-V/def2-TZVPD) for a structure of composition C24H25N4O4PRuS.

Highest occupied orbital energy (alpha / beta) (eV): -3.80 / -3.93
Energy above the lowest of the compared OMol25 structures with the same formula, charge and spin (kJ/mol): 70.76
Frontier orbital gap (alpha / beta) (eV): 6.34 / 6.46
LUMO level (alpha / beta) (eV): 2.54 / 2.53

Structure (ORCA input):
```
! RIJCOSX wB97M-V def2-TZVPD def2/J DEFGRID3
* xyz -1 2
Ru 0.598 -0.757 1.910
N -1.052 0.259 3.194
N -2.000 -0.763 3.431
C -1.563 -2.115 3.339
O -2.289 -2.935 3.898
O -0.512 -2.352 2.659
H -0.610 0.581 4.050
H -1.513 1.039 2.740
H -2.580 -0.643 4.249
O 3.975 0.185 -1.374
C 2.766 0.353 -1.345
O 1.984 0.274 -0.331
C 1.984 0.714 -2.596
C 2.618 1.087 -3.768
C 1.866 1.548 -4.839
C 0.485 1.645 -4.718
C -0.146 1.248 -3.544
C 0.601 0.751 -2.479
P -0.079 0.231 -0.851
C -1.910 0.026 -1.218
C -2.848 0.231 -0.206
C -4.168 -0.173 -0.351
C -4.582 -0.793 -1.519
C -3.658 -1.033 -2.527
C -2.337 -0.642 -2.367
C -0.144 1.816 0.084
C 0.684 2.126 1.166
C 0.503 3.314 1.868
C -0.455 4.233 1.468
C -1.236 3.966 0.353
C -1.085 2.765 -0.323
H 3.699 1.031 -3.803
H 2.353 1.851 -5.758
H -0.106 2.032 -5.538
H -1.221 1.335 -3.465
H -2.540 0.690 0.725
H -4.868 -0.017 0.461
H -5.611 -1.107 -1.636
H -3.964 -1.544 -3.431
H -1.619 -0.889 -3.139
H 1.490 1.474 1.478
H 1.139 3.520 2.719
H -0.580 5.160 2.014
H -1.972 4.686 0.015
H -1.719 2.560 -1.175
S 2.137 -0.409 3.753
C 2.364 -1.640 2.573
N 3.377 -1.630 1.599
C 3.366 -2.886 0.864
C 2.312 -3.719 1.610
N 2.198 -3.022 2.891
H 3.508 -0.781 1.068
H 4.353 -3.355 0.902
H 3.106 -2.739 -0.189
H 2.626 -4.753 1.751
H 1.354 -3.708 1.077
H 1.297 -3.169 3.327
C 0.055 -1.345 -0.124
H -0.825 -1.960 -0.276
H 0.994 -1.849 -0.345
*
```

Results of the natural (NBO) charge analysis, in e, for atoms 1 through 4: atom 1 (Ru): 0.59, atom 2 (N): -0.64, atom 3 (N): -0.53, atom 4 (C): 0.87

5.
Density functional theory data (ωB97M-V/def2-TZVPD) for a cluster of 2 separate species, C4H8NO2 in total.

Highest occupied orbital energy (eV): -3.80
Energy above the lowest of the compared OMol25 structures with the same formula, charge and spin (kJ/mol): 115.05
Frontier orbital gap (eV): 8.11
LUMO level (eV): 4.31

Structure (ORCA input):
```
! RIJCOSX wB97M-V def2-TZVPD def2/J DEFGRID3
* xyz -1 1
N 2.512 2.225 -0.683
C 1.242 1.475 -0.487
O 1.191 0.745 0.531
O 0.364 1.685 -1.341
H 2.565 2.889 0.079
H 3.271 1.580 -0.502
C -1.735 -0.585 -0.567
C -1.268 -0.999 0.788
C -0.728 -2.175 1.079
H -1.148 0.291 -0.892
H -1.563 -1.385 -1.294
H -2.790 -0.301 -0.627
H -1.120 -0.192 1.500
H -0.343 -2.340 2.081
H -0.448 -2.911 0.333
*
```

Results of the natural (NBO) charge analysis, in e, for atoms 1 through 4: atom 1 (N): -0.94, atom 2 (C): 0.85, atom 3 (O): -0.80, atom 4 (O): -0.77

6.
Density functional theory data (ωB97M-V/def2-TZVPD) for a cluster of 3 separate species, C3H14NO4 in total.

Highest occupied orbital energy (eV): -13.91
Energy above the lowest of the compared OMol25 structures with the same formula, charge and spin (kJ/mol): 68.20
Frontier orbital gap (eV): 11.04
LUMO level (eV): -2.87

Structure (ORCA input):
```
! RIJCOSX wB97M-V def2-TZVPD def2/J DEFGRID3
* xyz 1 1
C -0.694 1.285 -0.468
O -1.994 0.977 -0.006
C 0.279 0.284 0.101
C 1.585 0.236 -0.696
O 2.586 -0.394 0.099
N 0.626 0.617 1.529
H -0.503 2.315 -0.158
H -0.665 1.201 -1.550
H -2.598 0.729 -0.721
H -0.069 -0.737 0.103
H 1.368 -0.236 -1.657
H 1.970 1.223 -0.963
H 3.022 -1.079 -0.417
H -0.185 0.787 2.121
H 1.249 -0.129 1.882
H 1.084 1.520 1.445
H 1.728 -2.362 2.179
H 0.226 -2.449 2.490
O 0.868 -2.004 1.925
H -3.783 -0.153 -2.854
H -3.061 -1.289 -2.118
O -3.040 -0.340 -2.266
*
```

Results of the natural (NBO) charge analysis, in e, for atoms 1 through 4: atom 1 (C): -0.09, atom 2 (O): -0.75, atom 3 (C): -0.09, atom 4 (C): -0.09

7.
Density functional theory data (ωB97M-V/def2-TZVPD) for a cluster of 2 separate species, C20H19F4N2 in total.

Highest occupied orbital energy (eV): -12.22
Energy above the lowest of the compared OMol25 structures with the same formula, charge and spin (kJ/mol): 507.78
Frontier orbital gap (eV): 6.29
LUMO level (eV): -5.94

Structure (ORCA input):
```
! RIJCOSX wB97M-V def2-TZVPD def2/J DEFGRID3
* xyz 1 1
C -1.674 1.457 -2.647
C -2.399 2.157 -1.489
C -2.943 1.053 -0.595
N -2.064 -0.129 -0.883
N -2.688 -1.316 -0.651
C -3.493 -1.508 0.337
C -1.619 -0.030 -2.311
H -2.212 1.597 -3.592
H -0.659 1.842 -2.773
H -1.701 2.776 -0.917
H -3.213 2.794 -1.847
H -2.917 1.290 0.476
H -3.988 0.823 -0.864
H -3.724 -2.551 0.584
H -4.011 -0.713 0.896
H -2.314 -0.609 -2.940
H -0.621 -0.466 -2.417
F 3.007 -4.030 -1.950
C 1.783 -3.812 -1.357
C 0.921 -4.898 -1.222
C -0.330 -4.614 -0.672
F -1.254 -5.635 -0.608
C -0.694 -3.357 -0.215
C 0.226 -2.275 -0.285
C -0.051 -1.006 0.343
C 0.959 -0.057 0.587
C 0.810 0.991 1.489
C 1.820 1.940 1.854
C 1.537 2.911 2.860
C 2.519 3.805 3.252
F 2.225 4.721 4.239
C 3.802 3.825 2.699
C 4.056 2.880 1.704
F 5.308 2.875 1.129
C 3.118 1.951 1.267
C 1.468 -2.523 -0.935
H 1.196 -5.897 -1.544
H -1.687 -3.189 0.192
H -0.945 -0.940 0.956
H 1.925 -0.193 0.095
H -0.147 1.081 2.009
H 0.547 2.929 3.315
H 4.554 4.536 3.024
H 3.374 1.235 0.488
H 2.193 -1.721 -1.081
*
```

Results of the natural (NBO) charge analysis, in e, for atoms 1 through 4: atom 1 (C): -0.42, atom 2 (C): -0.42, atom 3 (C): -0.25, atom 4 (N): -0.24

no.,total energy (eV),largest force on an atom (eV Å⁻¹)
1,-6193.594,2.9
2,-10312.966,2.8
3,-51742.446,1.1
4,-62151.881,0.9
5,-9863.594,0.7
6,-13011.922,1.5
7,-34888.618,2.1